(1)
Below is one molecule with the formula C4H8, with properties calculated with ωB97M-V/def2-TZVPD.

Summary:
E_HOMO ... -8.9 eV
HOMO-LUMO gap ... 10.26 eV
LUMO energy ... 1.32 eV
Relative energy (zero: lowest compared OMol25 entry of this formula, charge and spin) ... 32.1 kJ/mol
SMILES ... C/C=C/C

Geometry as XYZ:
```
12
C4H8 (ωB97M-V/def2-TZVPD)
C -1.449 -0.935 0.920
C -0.314 -0.039 0.545
C 0.310 -0.065 -0.649
C 1.397 0.909 -0.919
H -1.103 -1.546 1.757
H -2.296 -0.324 1.252
H -1.735 -1.528 0.055
H 0.185 0.543 1.306
H -0.034 -0.767 -1.399
H 1.678 1.110 -1.953
H 1.019 1.864 -0.542
H 2.341 0.777 -0.373
```

---

(2)
Below is a 2-piece molecular cluster, C4H8 overall, with properties calculated with ωB97M-V/def2-TZVPD.

Summary:
E_HOMO (alpha / beta) ... -8.5 / -8.0 eV
HOMO-LUMO gap (alpha / beta) ... 9.39 / 8.46 eV
LUMO energy (alpha / beta) ... 0.86 / 0.48 eV
Relative energy (zero: lowest compared OMol25 entry of this formula, charge and spin) ... 417.4 kJ/mol

Geometry as XYZ:
```
12
C4H8 (ωB97M-V/def2-TZVPD)
C 1.318 1.334 1.048
C 0.259 1.657 0.383
C -0.345 -1.568 -0.355
C -1.147 -0.452 -0.903
H 1.957 2.072 1.545
H 1.644 0.309 1.177
H -0.240 2.558 0.109
H -0.383 -1.584 0.732
H 0.694 -1.497 -0.675
H -0.725 -2.537 -0.712
H -2.081 -0.183 -0.446
H -0.952 -0.110 -1.902
```